C4H2BrClF3O2 | wB97M-V/def2-TZVPD

Properties
LUMO energy ... 3.210 eV
Kohn-Sham gap ... 8.31 eV
E_HOMO ... -0.1876 Ha

Structure (ORCA input):
```
! wB97M-V def2-TZVPD RIJCOSX def2/J DEFGRID3
* xyz -1 1
C 0.7271 -1.5439 0.6479
C -0.1094 0.4816 -0.7095
C -1.4421 0.5784 -0.0546
C 1.1716 -0.0801 0.2560
O 1.2864 -2.4097 0.0139
O -0.1198 -1.5463 1.4584
F 0.2845 1.6711 -1.1903
F -2.4876 0.0896 -0.8215
F -1.8176 1.8567 0.3311
Cl 1.4549 0.8890 1.6646
Br 2.6982 0.0852 -0.8533
H -0.0605 -0.1337 -1.6260
H -1.5857 0.0619 0.8834
*
```

Löwdin population analysis, charges in e, atoms 1 to 8: -0.9261 -0.3095 -0.3054 -1.0947 -0.0430 0.0059 -0.0390 0.0284



C4H8N2OS | wB97M-V/def2-TZVPD

Properties
LUMO energy ... -0.459 eV
Kohn-Sham gap ... 8.13 eV
E_HOMO ... -0.3155 Ha

Structure (ORCA input):
```
! wB97M-V def2-TZVPD RIJCOSX def2/J DEFGRID3
* xyz 0 1
C 0.4648 1.0297 0.8842
C 1.2294 1.3927 -1.3389
C 0.1347 -0.8135 -0.6437
C -0.4398 -1.3676 0.6092
H 0.8753 2.0019 0.5589
H 1.0810 0.5976 1.5643
H -0.5668 0.9295 1.3707
H 1.1321 2.5169 -1.1641
H 0.3577 -1.1933 1.5223
H -0.4152 -2.4307 0.4343
H -1.8856 0.0588 0.1678
H -2.2562 -1.6641 0.1511
N 0.5619 0.5209 -0.4289
N -1.7863 -0.9921 0.8453
O 1.6373 0.9311 -2.3898
S -0.1244 -1.5178 -2.1425
*
```

Löwdin population analysis, charges in e, atoms 1 to 8: -0.0930 -0.2577 -0.7156 -0.4309 0.0858 0.0492 0.1130 0.1580



C16H23F6N6O6RuS2 | wB97M-V/def2-TZVPD

Properties
LUMO energy (alpha / beta) ... -0.535 / 0.070 eV
Kohn-Sham gap (alpha / beta) ... 7.19 / 7.39 eV
E_HOMO (alpha / beta) ... -0.2840 / -0.2688 Ha

Structure (ORCA input):
```
! wB97M-V def2-TZVPD RIJCOSX def2/J DEFGRID3
* xyz 0 2
Ru 0.5879 1.0186 0.2653
F 4.8778 1.4239 3.5354
C 4.8304 0.9625 2.2931
F 4.9103 -0.3665 2.3182
F 5.8525 1.4477 1.6017
S 3.2392 1.4167 1.4903
O 2.1856 0.8188 2.2884
O 3.3187 0.9275 0.1353
N 3.3320 2.9765 1.6485
S 2.1882 3.9399 1.1830
O 2.6828 5.2427 0.9019
O 1.2786 3.3280 0.2178
C 1.1165 4.1344 2.6771
F 0.2696 5.1449 2.4783
F 0.4049 3.0226 2.8755
F 1.8423 4.3842 3.7582
N -1.5787 2.0052 -0.2504
C -2.3468 0.7944 0.0501
C -3.8194 0.7154 -0.3122
C -4.3436 -0.7209 -0.1329
C -3.4118 -1.8322 -0.6466
N -2.2257 -2.0918 0.1756
C -2.2564 -2.5946 1.3968
N -3.3362 -3.2693 1.8355
N -1.1674 -2.4901 2.1663
C -2.0332 0.3898 1.5064
O -2.9325 0.1916 2.3132
O -0.7771 0.2129 1.7443
H -1.8389 2.7984 0.3275
H -1.6874 2.2802 -1.2198
H -1.8448 0.0640 -0.5795
H -3.9165 0.9856 -1.3704
H -4.4313 1.4158 0.2579
H -5.2888 -0.8271 -0.6707
H -4.5515 -0.8870 0.9237
H -3.0333 -1.6039 -1.6441
H -3.9693 -2.7664 -0.7563
H -1.3415 -1.6521 -0.1056
H -4.1859 -3.2208 1.3015
H -3.4577 -3.3534 2.8302
H -0.6863 -1.5802 2.0724
H -1.2540 -2.8084 3.1180
C 1.5305 1.5648 -2.6691
C 1.7191 0.0780 -2.7445
C 2.4753 -0.4480 -3.7844
C 2.6881 -1.8090 -3.9106
C 2.1274 -2.6748 -2.9827
C 1.3444 -2.1995 -1.9452
C 0.7557 -3.1694 -0.9589
C 1.1257 -0.8057 -1.8148
N 0.2684 -0.3994 -0.8045
H 1.8349 2.0330 -3.6053
H 2.1325 2.0114 -1.8786
H 0.4874 1.8358 -2.4868
H 2.9098 0.2349 -4.5051
H 3.2927 -2.1939 -4.7215
H 2.3024 -3.7415 -3.0629
H 1.2855 -4.1205 -1.0084
H -0.2962 -3.3725 -1.1808
H 0.8150 -2.8014 0.0651
*
```

Löwdin population analysis, charges in e, atoms 1 to 8: 1.1843 0.1553 -0.6931 0.1464 0.1564 0.5822 -0.3269 -0.2964



Ordered DFT total energy results: -98994.165; -20137.499; -78746.800; unit eV.
Ordered relative energy (zero: lowest compared OMol25 entry of this formula, charge and spin) results: 0.00; 76.91; 28.82; unit kcal/mol.